Entry 1:
ORCA calculation (the ωB97M-V functional and the def2-TZVPD basis) on a 2-piece molecular cluster, C2H2INO overall.

Computed properties:
- Spin multiplicity: 1
- HOMO energy: -8.57 eV
- E_LUMO: -1.1 eV
- Maximum force: 3.2 eV Å⁻¹
- SMILES string: N=C=C=O.I
- DFT total energy: -13741.145 eV

Cartesian coordinates (Å):
N1 -0.535469 0.575976 0.557075
C1 -1.514768 0.017039 0.065385
C2 -1.936711 -1.176788 -0.243376
O1 -2.718678 -1.944280 -0.653380
H1 -0.369409 1.500305 0.342599
I1 3.641007 -0.208441 -0.384537
H2 3.434027 1.236187 0.316235

Forces on the atoms, in the same order (eV/Å):
N 1.242 -2.453 1.044
C 0.745 1.782 -0.707
C -2.282 -2.181 0.204
O 0.604 -0.009 -0.207
H -0.300 2.865 -0.334
I -0.046 0.267 0.119
H 0.036 -0.271 -0.119

These are the Mulliken partial charges, in e, on atoms 1 to 2: -0.351, -0.071

Entry 2:
ORCA calculation (the ωB97M-V functional and the def2-TZVPD basis) on C21H33BrN6OPdSSi2 as an isolated structure.

Computed properties:
- Spin multiplicity: 1
- HOMO energy: -0.10 eV
- E_LUMO: 4.2 eV
- Maximum force: 0.5 eV Å⁻¹
- Net charge: -2
- DFT total energy: -133417.459 eV

Cartesian coordinates (Å):
Pd1 0.027121 0.658621 -0.073748
O1 4.981259 2.788356 -0.818604
C1 4.077019 1.753775 -0.906433
C2 4.456449 0.510065 -1.410642
C3 3.481759 -0.472013 -1.468651
N1 2.235611 -0.272373 -1.059430
C4 1.877620 0.912382 -0.565877
Br1 -0.283533 3.074523 0.266136
C5 2.783097 1.973068 -0.484097
H1 5.839796 2.448539 -1.091623
H2 5.474607 0.319850 -1.736934
H3 3.707796 -1.463217 -1.852943
H4 2.479343 2.935168 -0.096336
C6 -2.250563 -1.133670 -2.370772
Si1 -2.775255 0.354661 -1.338666
C7 -2.226507 1.818706 -2.384552
C8 -4.667507 0.437786 -1.516263
N2 -2.120165 0.168509 0.212077
C9 -2.608537 0.306834 1.501812
C10 -3.949210 0.551673 1.800335
C11 -4.446020 0.573444 3.110362
C12 -3.577108 0.332833 4.156254
C13 -2.226832 0.086418 3.895361
C14 -1.679214 0.083838 2.594392
N3 -0.377596 -0.151093 2.304343
Si2 1.035037 -0.241433 3.183783
C15 2.192712 -1.502713 2.388836
C16 0.937832 -0.793208 5.009408
C17 2.001143 1.374981 3.264852
H5 -2.633082 -1.052170 -3.395819
H6 -2.612367 -2.072686 -1.938942
H7 -1.159832 -1.199724 -2.411501
H8 -2.731441 1.751642 -3.356912
H9 -1.147783 1.803602 -2.549123
H10 -2.463593 2.779173 -1.923142
H11 -4.929921 0.413260 -2.579562
H12 -5.077806 1.356796 -1.086815
H13 -5.154788 -0.410004 -1.022977
H14 -4.629803 0.732610 0.978477
H15 -5.496712 0.774226 3.293600
H16 -3.935071 0.334986 5.182159
H17 -1.556807 -0.097903 4.725484
H18 1.844464 -2.527974 2.557891
H19 3.210967 -1.418262 2.788514
H20 2.234904 -1.341829 1.307017
H21 0.395266 -1.739557 5.113253
H22 0.428673 -0.047545 5.627477
H23 1.947735 -0.932763 5.413378
H24 2.095521 1.800974 2.261693
H25 3.005297 1.222835 3.678577
H26 1.480158 2.115984 3.879311
C18 3.938150 -4.787430 -0.320177
C19 2.610343 -5.481247 -0.027059
C20 1.473480 -4.501637 0.032874
N4 1.351701 -3.500769 -0.760722
N5 0.259971 -2.711499 -0.501423
C21 -0.462358 -3.158098 0.482418
N6 -1.633078 -2.616531 0.879048
S1 0.200036 -4.610356 1.211579
H27 4.754711 -5.512259 -0.363838
H28 4.162135 -4.048713 0.450277
H29 3.883576 -4.261430 -1.272343
H30 2.664868 -6.021270 0.920544
H31 2.402519 -6.226027 -0.801400
H32 -1.794514 -1.664885 0.500004
H33 -1.837277 -2.672226 1.864298

Forces on the atoms, in the same order (eV/Å):
Pd -0.372 -0.027 0.396
O 0.077 -0.038 -0.011
C 0.001 0.013 -0.014
C 0.008 0.016 0.021
C -0.086 0.032 -0.017
N 0.068 -0.055 -0.079
C -0.025 -0.253 0.268
Br -0.051 0.362 -0.077
C 0.056 0.071 -0.004
H -0.042 0.029 0.005
H -0.013 -0.015 -0.008
H 0.022 -0.005 0.003
H -0.019 -0.018 0.014
C -0.026 -0.098 -0.060
Si -0.197 -0.140 -0.102
C 0.082 0.159 -0.003
C -0.129 -0.137 0.175
N 0.390 0.242 -0.303
C -0.029 -0.101 0.035
C 0.081 0.030 0.058
C 0.035 -0.004 -0.052
C 0.060 -0.031 -0.008
C -0.020 0.040 -0.113
C -0.157 0.041 0.001
N 0.145 -0.104 -0.157
Si 0.069 -0.080 0.040
C 0.100 -0.036 -0.093
C -0.062 -0.055 0.088
C 0.034 0.160 -0.081
H 0.020 -0.004 0.034
H 0.012 0.029 -0.018
H -0.005 -0.028 0.009
H 0.002 -0.004 0.022
H 0.010 0.038 -0.021
H 0.002 -0.021 0.007
H 0.025 -0.004 0.015
H 0.019 -0.022 -0.039
H -0.015 0.046 -0.032
H -0.009 -0.001 0.021
H -0.009 0.007 -0.022
H 0.016 0.008 0.008
H 0.005 -0.010 0.023
H -0.002 0.060 0.011
H -0.027 -0.013 0.005
H 0.002 -0.032 0.034
H 0.020 0.034 -0.001
H 0.042 -0.019 0.003
H -0.013 -0.006 -0.017
H 0.012 -0.013 0.061
H -0.022 0.011 0.006
H -0.006 -0.028 -0.011
C 0.006 -0.014 -0.016
C 0.014 0.076 -0.029
C 0.065 -0.064 0.047
N -0.093 0.158 0.095
N 0.014 -0.229 -0.226
C 0.031 0.094 0.132
N -0.145 -0.302 -0.143
S -0.057 0.007 -0.011
H 0.001 -0.003 0.003
H -0.014 0.001 -0.007
H -0.004 0.012 0.020
H 0.006 -0.001 0.009
H -0.008 -0.033 0.007
H 0.048 0.177 0.060
H 0.053 0.090 0.039

These are the Mulliken partial charges, in e, on atoms 1 to 2: 0.184, -0.548

Entry 3:
ORCA calculation (the ωB97M-V functional and the def2-TZVPD basis) on a 12-piece molecular cluster, C27H83N19O12 overall.

Computed properties:
- Spin multiplicity: 1
- HOMO energy: -8.26 eV
- E_LUMO: 0.2 eV
- Maximum force: 9.3 eV Å⁻¹
- SMILES string: COC[C@H](C)N.COC[C@H](C)N.COC[C@H](C)N.COC[C@H](C)N.COC[C@H](C)N.NC(N)=O.NC(N)=O.NC(N)=O.NC(N)=O.NC(N)=O.NC(N)=O.NC(N)=O
- DFT total energy: -82227.906 eV

Cartesian coordinates (Å):
C1 -4.814745 -1.741594 4.514781
O1 -4.530080 -1.457044 3.134049
C2 -5.601932 -0.915770 2.399862
C3 -5.054533 -0.571929 0.976202
C4 -6.146668 -0.131899 0.013268
N1 -4.408815 -1.767629 0.475520
H1 -5.645797 -2.439849 4.614220
H2 -5.141222 -0.842839 5.037992
H3 -3.969994 -2.107821 5.098203
H4 -6.405115 -1.651069 2.448140
H5 -6.020896 -0.040199 2.895795
H6 -4.346803 0.255405 1.028332
H7 -5.730410 0.488805 -0.780184
H8 -6.752972 0.570841 0.584787
H9 -6.907489 -0.846399 -0.300968
H10 -4.104748 -2.198346 1.336987
H11 -5.187332 -2.322691 0.150073
C5 1.527135 -3.584033 -2.114556
O2 0.402987 -4.225674 -2.745934
C6 -0.822962 -3.527641 -2.713952
C7 -1.296214 -3.048761 -1.320742
C8 -1.625874 -4.145163 -0.411471
N2 -2.463413 -2.250140 -1.708317
H12 1.592166 -2.517556 -2.330159
H13 2.460407 -4.100072 -2.339961
H14 1.535896 -3.464246 -1.031192
H15 -0.642442 -2.675713 -3.369496
H16 -1.527142 -4.172159 -3.240084
H17 -0.556740 -2.385715 -0.871695
H18 -0.753500 -4.775671 -0.239598
H19 -2.336310 -4.819765 -0.889261
H20 -2.118178 -3.718024 0.462200
H21 -3.131069 -2.220232 -0.951064
H22 -2.989189 -2.613665 -2.490295
C9 1.434368 -1.095150 5.485413
O3 2.209456 -1.923138 6.369063
C10 1.587999 -3.134917 6.730488
C11 2.527207 -4.254614 7.324386
C12 1.739697 -5.358829 8.061823
N3 3.490444 -3.630181 8.308713
H23 1.259574 -1.802325 4.674568
H24 1.915122 -0.154003 5.218562
H25 0.443621 -0.859599 5.874048
H26 0.903915 -3.110956 7.578755
H27 1.056154 -3.641296 5.924993
H28 3.132221 -4.673986 6.520525
H29 1.320716 -4.910718 8.962800
H30 2.340464 -6.238408 8.293140
H31 0.892871 -5.766612 7.509842
H32 4.011543 -3.030279 7.685264
H33 2.850604 -3.081277 8.864955
C13 0.279318 -0.377060 1.982165
O4 -0.465085 0.756708 1.495114
C14 -1.288910 0.550043 0.431002
C15 -0.448880 0.668893 -0.880429
C16 0.355036 1.940747 -1.074704
N4 -1.359165 0.578451 -2.053727
H34 1.095326 -0.695529 1.333477
H35 -0.438194 -1.164757 2.211942
H36 0.776131 -0.054284 2.897105
H37 -1.760960 -0.425557 0.547072
H38 -2.020864 1.356912 0.395025
H39 0.339119 -0.081911 -0.939145
H40 0.874216 1.885201 -2.031503
H41 1.006248 2.146132 -0.225088
H42 -0.354954 2.740650 -1.284859
H43 -0.825751 0.548475 -2.910858
H44 -1.834794 -0.311847 -2.018454
C17 3.990524 4.846435 -7.691169
O5 2.928976 4.775619 -6.746882
C18 3.442817 4.386820 -5.452297
C19 2.407639 4.711813 -4.358859
C20 3.043831 4.499564 -2.966532
N5 1.260274 3.835965 -4.550377
H45 4.237361 3.874736 -8.118918
H46 4.938388 5.298704 -7.399428
H47 3.494432 5.314538 -8.541389
H48 3.440370 3.308493 -5.611374
H49 4.454668 4.695048 -5.189156
H50 2.066443 5.730713 -4.541927
H51 2.244225 4.445664 -2.227720
H52 3.770485 5.294474 -2.798634
H53 3.614613 3.572902 -2.906478
H54 1.442300 2.847288 -4.452990
H55 1.072590 3.968114 -5.533942
N6 5.005771 2.907068 0.112282
C21 4.535522 1.784050 -0.318752
N7 3.866661 1.220084 0.543391
O6 4.655569 1.319311 -1.422731
H56 5.531201 3.523347 -0.491233
H57 4.492767 3.310418 0.883147
H58 3.615179 1.653107 1.420514
H59 3.636186 0.240340 0.459200
N8 -1.944586 2.625999 5.807798
C22 -2.033018 1.342511 5.612314
N9 -2.187711 1.131417 4.328932
O7 -1.917241 0.460778 6.460408
H60 -2.266359 3.286806 5.115044
H61 -1.769028 2.848985 6.777102
H62 -2.271854 0.200515 3.946245
H63 -2.182519 1.884400 3.655815
N10 -4.637826 1.842183 -3.302407
C23 -4.138445 3.045898 -2.989773
N11 -3.209728 2.984750 -2.048569
O8 -4.541995 4.045474 -3.517825
H64 -4.104301 1.057121 -2.957258
H65 -5.166981 1.781635 -4.160560
H66 -2.761626 2.091951 -1.899476
H67 -2.802579 3.898816 -1.911410
N12 4.458919 -3.468743 -0.613764
C24 4.053106 -2.271542 -0.578325
N13 4.369831 -1.593600 -1.643503
O9 3.530071 -1.781005 0.431765
H68 4.929201 -3.802744 -1.442853
H69 4.550331 -3.958136 0.264999
H70 4.182016 -0.601218 -1.645678
H71 5.067735 -1.863220 -2.321982
N14 2.965752 3.243815 4.986309
C25 2.477004 2.871072 3.853895
N15 1.180427 3.131922 3.757422
O10 3.114602 2.423756 2.914812
H72 2.294163 3.572278 5.665417
H73 3.936463 3.082457 5.213852
H74 0.542132 3.148141 4.540002
H75 0.799487 2.890301 2.853752
N16 2.348470 -0.361914 -3.924150
C26 1.350091 0.076130 -4.651590
N17 1.716827 0.732048 -5.719957
O11 0.188265 -0.018095 -4.277049
H76 2.196375 -0.741399 -3.000586
H77 3.271810 -0.052307 -4.191875
H78 2.705472 0.873163 -5.870811
H79 0.948840 1.015544 -6.311505
N18 -2.801658 -0.965302 -4.847491
C27 -3.860173 -1.636950 -4.910523
N19 -4.632093 -1.174388 -5.826011
O12 -4.040091 -2.636884 -4.254160
H80 -2.829995 -0.168773 -5.467842
H81 -2.006701 -1.188662 -4.265898
H82 -5.389208 -1.805017 -6.047760
H83 -4.400285 -0.295303 -6.265991

Forces on the atoms, in the same order (eV/Å):
C -0.708 0.566 -0.227
O 1.021 -0.186 1.264
C 0.012 0.647 0.020
C -1.240 -0.579 0.295
C -0.470 1.432 1.053
N -0.022 0.023 0.225
H -0.023 -0.318 -0.196
H -0.010 0.354 -0.102
H 0.310 -0.106 -0.735
H -0.329 -0.244 -0.761
H 0.170 0.445 0.113
H 0.170 -0.046 0.368
H -0.104 -0.520 -0.378
H -0.166 0.392 0.048
H 0.596 -0.503 -0.280
H 0.598 -0.719 -0.105
H 0.054 -0.560 -0.263
C -0.656 0.409 0.103
O 1.688 -0.599 1.109
C 1.416 0.486 0.210
C -0.545 0.734 -2.978
C -0.406 -1.311 0.299
N -0.091 0.477 0.650
H 0.020 0.100 -1.035
H -0.350 -0.038 -0.491
H -0.712 -0.935 0.511
H -0.411 0.626 0.076
H -0.282 -0.056 0.433
H 0.215 0.116 -0.037
H 0.099 0.170 0.678
H -0.281 0.037 -0.077
H 0.356 -0.388 0.428
H -0.084 0.435 0.293
H 0.121 -0.402 -0.427
C -0.645 -1.747 0.203
O 0.316 0.194 0.771
C 0.126 -1.907 0.851
C 0.973 0.604 0.118
C -0.225 0.480 -0.599
N -1.059 -1.272 -1.346
H -0.084 0.781 -0.943
H 0.499 -0.463 0.030
H -0.069 0.089 0.457
H -0.701 1.225 -0.039
H -0.196 0.414 -0.528
H 0.054 -0.158 -0.026
H 0.099 -0.202 0.255
H 0.314 0.383 0.217
H -0.115 0.271 -0.352
H 0.272 0.696 0.510
H 0.416 0.650 0.424
C -0.359 0.931 0.021
O 1.604 0.475 2.535
C 0.909 0.003 -2.199
C -0.600 -0.199 -1.291
C -0.943 0.462 0.137
N -0.265 0.189 1.087
H -0.269 -0.182 -0.437
H 0.176 -0.387 -0.070
H -0.243 0.071 0.098
H -0.424 -0.166 -0.500
H -0.278 -0.036 0.130
H -0.167 -0.888 0.390
H 0.523 -0.279 0.207
H 0.129 0.159 -0.236
H -0.016 0.452 0.508
H 0.175 0.228 0.042
H -0.292 -0.564 0.122
C -1.390 -0.488 -1.316
O 1.749 1.095 0.946
C -1.152 -0.889 -0.393
C 1.148 -1.365 0.018
C -0.250 0.290 -0.864
N -0.747 0.772 -0.276
H 0.142 -0.607 0.421
H -0.360 0.459 0.378
H 0.574 0.632 -0.074
H 0.539 -0.523 0.933
H 0.086 0.594 -0.474
H 0.016 0.121 0.345
H 0.213 0.291 0.170
H -0.212 0.169 0.408
H -0.128 -0.283 -0.163
H 0.481 -0.031 0.305
H -0.726 -0.218 -0.248
N 2.353 5.069 0.697
C 1.064 0.728 -3.145
N -5.093 -4.812 6.188
O 1.433 -1.128 -4.020
H -0.386 -0.143 0.043
H 0.534 0.243 -0.015
H 0.179 -0.231 0.075
H -0.241 -0.153 -0.167
N 0.728 3.717 2.450
C 0.281 -2.921 0.363
N -0.723 -1.775 -3.688
O -0.057 0.429 0.044
H 0.069 0.024 0.648
H -0.303 0.710 -0.267
H -0.027 0.144 0.191
H 0.085 -0.385 0.110
N -0.662 -1.936 -0.417
C -0.473 -0.378 -0.452
N 0.514 1.130 1.198
O -0.577 2.087 -0.774
H -0.336 -0.330 -0.465
H 0.166 -0.158 0.309
H 1.014 0.094 0.194
H 0.533 -0.522 0.345
N 1.765 -6.122 0.255
C -0.753 3.411 2.636
N -0.012 2.811 -3.319
O -0.641 0.268 -0.174
H -0.051 -0.265 0.489
H -0.122 -0.125 -0.363
H 0.190 0.520 0.182
H -0.198 -0.269 0.382
N 1.802 0.752 3.622
C -0.242 -0.406 -2.120
N -2.759 0.043 -1.221
O 0.765 -0.177 -0.414
H 0.763 0.041 0.215
H -0.356 0.014 0.074
H 0.184 -0.049 -0.121
H -0.307 -0.162 0.178
N 2.396 -0.976 1.268
C -1.648 0.017 1.941
N 0.255 1.044 -2.361
O -0.922 -0.560 -0.685
H 0.068 0.197 -0.275
H 0.002 -0.365 0.596
H -0.567 0.249 -0.728
H 0.684 0.281 -0.263
N 5.606 4.152 0.457
C -0.231 -3.265 1.724
N -4.328 0.672 -2.995
O -1.196 -2.083 1.066
H 1.425 0.065 0.651
H -0.168 0.291 -0.063
H -0.224 0.825 -0.454
H -0.827 -0.587 -0.371

These are the Mulliken partial charges, in e, on atoms 1 to 2: -0.912, -0.232

What is the E_LUMO in the third record? 0.2 eV